1.
ORCA calculation (the ωB97M-V functional and the def2-TZVPD basis) on a cluster of 2 separate species, C7H12O3P in total.

Geometry as XYZ:
```
23
Properties=species:S:1:pos:R:3:lowdin_charge:R:1
C 0.671 2.526 0.518 -0.119
C -0.563 2.023 0.485 -0.086
C 1.979 1.742 0.422 -0.171
C -0.716 0.519 0.467 -0.168
C 1.718 0.228 0.472 -0.155
C 0.445 -0.096 1.242 -0.261
C 0.014 -1.582 1.168 -0.251
O -1.334 -0.870 -2.830 -0.638
O -2.827 -2.509 -1.551 -0.470
O -0.243 -2.285 2.095 0.045
P -1.225 -2.241 -2.316 0.427
H 0.897 3.553 0.514 0.071
H -1.348 2.712 0.446 0.078
H 2.472 2.037 -0.485 0.101
H 2.537 2.048 1.316 0.104
H -1.746 0.409 0.723 0.103
H -0.772 0.124 -0.686 0.147
H 1.682 0.024 -0.498 0.070
H 2.533 -0.319 0.969 0.124
H 0.477 0.326 2.216 0.135
H 0.075 -2.018 0.174 0.061
H -2.846 -3.464 -1.420 -0.038
H -1.880 -2.886 -3.442 -0.108
```

## Properties
Relative energy (zero: lowest compared OMol25 entry of this formula, charge and spin) ... 3.235 eV
2S+1 ... 1
HOMO-LUMO gap ... 0.2301 Ha
Calculated total energy ... -22884.490 eV
HOMO energy ... -2.92 eV
Net charge ... -1



2.
ORCA calculation (the ωB97M-V functional and the def2-TZVPD basis) on a structure of composition C7H12O4Sm.

Geometry as XYZ:
```
24
Properties=species:S:1:pos:R:3:mulliken_spin:R:1
C -1.992 -1.408 -1.058 -0.032
C -3.176 -1.332 -0.118 -0.008
O -3.216 -2.576 0.646 -0.008
Sm -1.137 -3.680 0.294 6.062
H -1.082 -1.159 -1.621 0.002
H -3.774 -2.519 1.426 -0.001
H -2.492 -1.400 -2.043 -0.002
H -4.143 -1.250 -0.636 -0.001
H -3.127 -0.502 0.603 -0.001
O 4.100 3.357 -1.617 0.000
C 3.236 3.125 -0.749 0.000
O 2.889 3.831 0.215 0.000
O 2.656 1.871 -0.875 0.000
C 1.606 1.523 0.008 0.000
C 1.119 0.127 -0.354 -0.001
C -0.025 -0.319 0.521 -0.021
C 0.199 -1.217 1.568 0.013
H 0.781 2.249 -0.075 0.000
H 1.962 1.545 1.049 0.000
H 1.946 -0.594 -0.279 0.000
H 0.801 0.116 -1.408 0.000
H -0.842 0.396 0.670 0.002
H -0.565 -1.302 2.351 -0.001
H 1.223 -1.528 1.795 -0.001
```

## Properties
Relative energy (zero: lowest compared OMol25 entry of this formula, charge and spin) ... 0.746 eV
Expectation value of S² ... 12.010
2S+1 ... 7
HOMO-LUMO gap (spin up / spin down) ... 0.1244 / 0.1275 Ha
Calculated total energy ... -33540.468 eV
HOMO energy (spin up / spin down) ... -5.99 / -5.99 eV
Net charge ... 0



3.
ORCA calculation (the ωB97M-V functional and the def2-TZVPD basis) on an isolated molecule of C7H12OS2.

Geometry as XYZ:
```
22
Properties=species:S:1:pos:R:3:lowdin_charge:R:1
C 0.980 -0.432 2.393 -0.059
C 1.875 -1.094 1.636 -0.200
C -0.309 0.080 1.602 -0.261
C 1.656 -1.450 0.238 0.010
C -0.159 0.141 0.116 -0.730
C 0.913 1.418 -2.185 -0.377
C -2.628 0.473 -0.883 -0.232
O -1.876 -1.780 0.223 -0.524
S 0.450 1.700 -0.443 0.867
S -1.376 -0.865 -0.817 0.869
H 1.114 0.035 3.390 0.108
H 2.985 -1.332 1.943 0.134
H -1.145 -0.493 1.934 0.097
H -0.326 1.019 1.959 0.041
H 2.474 -1.508 -0.422 0.049
H 0.872 -2.128 0.126 0.024
H 0.326 0.701 -2.778 0.043
H 1.909 0.948 -2.251 0.043
H 0.911 2.361 -2.624 -0.002
H -3.043 0.836 -0.048 0.018
H -3.280 0.037 -1.593 0.023
H -2.323 1.334 -1.516 0.060
```

## Properties
Relative energy (zero: lowest compared OMol25 entry of this formula, charge and spin) ... 4.915 eV
2S+1 ... 1
HOMO-LUMO gap (spin up / spin down) ... 0.2749 / 0.2776 Ha
Calculated total energy ... -31166.219 eV
HOMO energy (spin up / spin down) ... -7.40 / -7.51 eV
Net charge ... 0



4.
ORCA calculation (the ωB97M-V functional and the def2-TZVPD basis) on a cluster of 2 separate species, C7H12P in total.

Geometry as XYZ:
```
20
Properties=species:S:1:pos:R:3:lowdin_charge:R:1
C 1.063 0.835 -1.256 0.017
C -1.777 -1.032 -1.465 -0.109
C -2.659 -0.792 -0.536 -0.124
C 1.901 0.187 -0.644 -0.183
C 3.047 -0.658 -0.411 -0.058
C -0.322 -0.830 1.374 -0.112
C -1.658 1.782 0.122 -0.129
P -1.017 0.018 -0.137 0.951
H 0.454 1.253 -2.004 0.057
H -1.628 -1.325 -2.462 0.069
H -3.701 -0.913 -0.396 0.081
H 3.748 -0.428 -1.241 0.121
H 2.584 -1.583 -0.290 0.064
H 3.554 -0.353 0.554 0.117
H -0.974 -0.541 2.070 0.010
H 0.583 -0.316 1.527 0.030
H -0.222 -1.813 0.991 0.064
H -0.909 2.447 -0.245 0.036
H -2.151 1.717 1.058 0.053
H -2.463 1.990 -0.529 0.046
```

## Properties
Relative energy (zero: lowest compared OMol25 entry of this formula, charge and spin) ... 3.964 eV
2S+1 ... 1
HOMO-LUMO gap ... 0.3490 Ha
Calculated total energy ... -16730.036 eV
HOMO energy ... -13.46 eV
Net charge ... +1



5.
ORCA calculation (the ωB97M-V functional and the def2-TZVPD basis) on a cluster of 2 separate species, C7H12Si in total.

Geometry as XYZ:
```
20
Properties=species:S:1:pos:R:3:lowdin_charge:R:1
C 0.951 -1.942 0.639 -0.059
C -0.327 -2.314 0.763 -0.094
C 1.032 -0.524 0.274 -0.289
C -0.215 -0.052 0.182 0.078
C -1.210 -1.128 0.488 -0.235
C 2.147 1.542 -0.581 -0.115
C 2.331 0.196 0.108 -0.225
Si -3.427 1.633 -0.712 0.629
H 1.823 -2.561 0.771 0.107
H -0.714 -3.283 1.024 0.096
H -1.891 -1.312 -0.346 0.099
H -1.817 -0.871 1.359 0.112
H 1.826 1.398 -1.611 0.075
H 3.076 2.111 -0.576 0.068
H 1.380 2.114 -0.064 0.067
H 2.772 0.350 1.100 0.116
H 3.029 -0.423 -0.462 0.111
H -4.301 1.216 0.364 -0.178
H -3.384 0.814 -1.906 -0.175
H -3.082 3.034 -0.814 -0.185
```

## Properties
Relative energy (zero: lowest compared OMol25 entry of this formula, charge and spin) ... 5.100 eV
2S+1 ... 1
HOMO-LUMO gap (spin up / spin down) ... 0.2972 / 0.2536 Ha
Calculated total energy ... -15325.404 eV
HOMO energy (spin up / spin down) ... -8.61 / -7.36 eV
Net charge ... 0



6.
ORCA calculation (the ωB97M-V functional and the def2-TZVPD basis) on a cluster of 2 separate species, C7H12Si in total.

Geometry as XYZ:
```
20
Properties=species:S:1:pos:R:3:lowdin_charge:R:1
C -2.062 -0.932 1.271 -0.251
Si -1.884 -1.230 -0.441 0.813
C -1.597 0.574 -0.973 -0.330
C -1.321 1.297 0.346 -0.275
C -2.152 0.598 1.480 -0.284
H -2.314 -1.548 2.070 -0.011
H -1.469 -2.091 -1.449 -0.093
H -2.474 1.047 -1.342 0.047
H -0.805 0.773 -1.679 0.058
H -1.508 2.384 0.423 0.116
H -0.342 1.068 0.517 0.048
H -1.597 0.895 2.311 0.070
H -3.133 1.038 1.619 0.096
C 2.087 -1.117 0.476 0.086
C 2.951 -0.570 -0.162 -0.207
C 3.945 -0.263 -1.200 -0.114
H 1.175 -1.321 0.953 -0.008
H 3.256 0.111 -1.933 0.067
H 4.584 0.434 -0.753 0.040
H 4.659 -1.147 -1.534 0.129
```

## Properties
Structure (SMILES) ... C1=[SiH]CCC1.C#CC
Relative energy (zero: lowest compared OMol25 entry of this formula, charge and spin) ... 4.506 eV
2S+1 ... 1
HOMO-LUMO gap ... 0.3105 Ha
Calculated total energy ... -15325.998 eV
HOMO energy ... -8.03 eV
Net charge ... 0



7.
ORCA calculation (the ωB97M-V functional and the def2-TZVPD basis) on an isolated molecule of C7H12Si.

Geometry as XYZ:
```
20
Properties=species:S:1:pos:R:3:lowdin_charge:R:1
C 1.730 1.798 -0.247 -0.214
Si 1.160 -0.019 -0.659 0.620
C 2.135 -0.935 0.723 -0.242
C -0.705 -0.279 -0.367 -0.212
C -1.678 -1.089 -0.775 -0.201
C -3.039 -0.639 -0.482 -0.237
C -2.903 0.564 0.462 -0.146
C -1.618 0.915 0.610 -0.013
H 2.798 1.828 -0.407 0.017
H 1.248 2.474 -0.955 0.020
H 1.633 2.244 0.674 -0.013
H 1.548 -0.517 -2.021 -0.020
H 3.229 -0.802 0.594 0.021
H 1.815 -0.293 1.668 0.075
H 1.905 -1.975 0.652 -0.008
H -1.495 -1.681 -1.696 0.111
H -3.885 -1.296 0.011 0.145
H -3.482 -0.423 -1.490 0.127
H -3.837 0.965 0.898 0.101
H -1.144 1.711 1.174 0.068
```

## Properties
Structure (SMILES) ... C[SiH](C)C1=CCC=C1
Relative energy (zero: lowest compared OMol25 entry of this formula, charge and spin) ... 1.740 eV
2S+1 ... 1
HOMO-LUMO gap ... 0.3721 Ha
Calculated total energy ... -15328.764 eV
HOMO energy ... -9.12 eV
Net charge ... 0



8.
ORCA calculation (the ωB97M-V functional and the def2-TZVPD basis) on a cluster of 2 separate species, C7H13BF4N2O in total.

Geometry as XYZ:
```
28
Properties=species:S:1:pos:R:3:lowdin_charge:R:1
C -3.927 0.799 1.028 -0.060
C -2.485 0.566 0.588 -0.290
O -1.588 0.748 1.669 -0.126
C -0.465 -0.106 1.691 -0.187
C 0.861 0.610 1.485 -0.072
N 1.245 0.785 0.088 -0.003
C 2.538 1.054 -0.342 -0.001
C 2.544 1.143 -1.689 -0.010
N 1.233 0.915 -2.086 0.144
C 0.505 0.707 -1.000 -0.038
H -4.404 -0.135 1.312 0.075
H -4.474 1.187 0.169 0.074
H -3.971 1.539 1.822 0.079
H -2.258 1.305 -0.192 0.102
H -2.431 -0.428 0.139 0.124
H -0.412 -0.546 2.688 0.134
H -0.519 -0.946 0.993 0.130
H 0.893 1.561 2.012 0.140
H 1.626 -0.023 1.931 0.139
H 3.344 1.161 0.358 0.139
H 3.361 1.335 -2.354 0.131
H 0.920 0.909 -3.041 0.180
H -0.543 0.476 -1.063 0.143
B 1.689 -2.947 -1.246 -1.247
F 2.793 -2.372 -1.909 0.073
F 1.643 -2.436 0.087 0.054
F 0.500 -2.532 -1.904 0.053
F 1.782 -4.330 -1.231 0.117
```

## Properties
2S+1 ... 1
HOMO-LUMO gap ... 0.3938 Ha
Calculated total energy ... -24049.157 eV
HOMO energy ... -10.74 eV
Net charge ... 0



9.
ORCA calculation (the ωB97M-V functional and the def2-TZVPD basis) on a structure of composition C7H13BF4O4SeV.

Geometry as XYZ:
```
31
Properties=species:S:1:pos:R:3:mulliken_spin:R:1
V -1.075 1.049 -1.368 0.928
C -3.551 -0.628 0.487 0.003
C -2.107 -1.096 0.374 -0.008
C -1.748 -2.107 1.447 -0.001
O -1.287 0.085 0.538 0.009
C -1.884 -1.675 -1.048 0.009
O -2.103 -2.861 -1.253 -0.001
O -1.438 -0.825 -1.910 0.011
H -3.729 -0.233 1.489 0.000
H -4.222 -1.469 0.302 0.000
H -3.750 0.166 -0.236 0.000
H -1.972 -1.693 2.432 0.000
H -0.686 -2.352 1.418 0.000
H -2.318 -3.020 1.287 0.000
H -0.388 -0.174 0.831 -0.005
F 1.260 -0.343 1.302 -0.001
B 2.110 -1.014 2.243 -0.001
F 1.325 -1.870 3.032 0.000
F 2.738 -0.053 3.047 0.000
F 3.068 -1.749 1.531 0.000
C 2.290 3.229 -1.380 -0.004
C 1.901 1.790 -1.512 0.074
C 2.904 0.678 -1.475 -0.005
O 0.680 1.501 -1.437 0.007
H 3.289 3.414 -1.782 0.000
H 2.291 3.547 -0.326 0.007
H 1.565 3.860 -1.899 0.004
H 3.902 1.036 -1.734 0.001
H 2.620 -0.115 -2.174 0.003
H 2.945 0.215 -0.482 0.008
Se -2.632 2.707 -1.747 -0.038
```

## Properties
Relative energy (zero: lowest compared OMol25 entry of this formula, charge and spin) ... 0.153 eV
Expectation value of S² ... 0.769
2S+1 ... 2
HOMO-LUMO gap (spin up / spin down) ... 0.1848 / 0.1829 Ha
Calculated total energy ... -118249.399 eV
HOMO energy (spin up / spin down) ... 0.29 / 0.34 eV
Net charge ... -2



10.
ORCA calculation (the ωB97M-V functional and the def2-TZVPD basis) on a structure of composition C7H13BO8S.

Geometry as XYZ:
```
30
Properties=species:S:1:pos:R:3:lowdin_charge:R:1
C -2.635 -1.085 -2.792 -0.056
C -1.131 -1.039 -3.049 -0.207
O -0.563 0.009 -2.200 0.032
B 0.621 -0.515 -1.699 -0.611
O 1.742 -0.598 -2.463 0.217
C 0.557 -1.034 -0.188 -0.110
O 1.569 -2.041 0.095 -0.147
S 2.380 -1.686 1.440 0.620
O 3.750 -1.958 1.398 -0.191
O 1.716 -2.200 2.569 -0.207
O 2.209 -0.068 1.257 -0.116
C 0.830 0.015 0.933 -0.358
C 0.259 1.424 0.822 -0.070
C 0.469 2.135 2.219 -0.055
C -0.920 2.518 2.737 -0.579
O -1.336 3.587 2.559 0.160
O -1.623 1.564 3.379 0.125
H -2.847 -1.079 -1.721 0.080
H -3.075 -0.196 -3.248 0.082
H -3.049 -1.992 -3.243 0.081
H -0.904 -0.760 -4.081 0.127
H -0.649 -1.998 -2.805 0.127
H 1.807 0.198 -3.013 0.133
H -0.448 -1.380 0.080 0.162
H 0.252 -0.416 1.771 0.134
H -0.808 1.417 0.595 0.139
H 0.832 1.956 0.055 0.134
H 0.881 1.404 2.928 0.118
H 1.130 2.987 2.102 0.126
H -1.017 0.830 3.562 0.111
```

## Properties
2S+1 ... 1
HOMO-LUMO gap ... 0.3968 Ha
Calculated total energy ... -35362.356 eV
HOMO energy ... -10.60 eV
Net charge ... 0